Entry 1:
Below is C9H21Cl12N3O6 as an isolated structure, with properties calculated with ωB97M-V/def2-TZVPD.

Relative energy (zero: lowest compared OMol25 entry of this formula, charge and spin): 94.5 kJ/mol
Net charge: 0
HOMO level: -10.2 eV
Calculated total energy: -176688.7840 eV

Each line ends with the natural charge from an NBO analysis.
Atoms and positions in Å:
C (12.039, -5.388, -22.944)  -0.489
N (13.231, -5.069, -23.780)  0.538
O (13.648, -3.932, -23.738)  -0.389
O (13.737, -5.991, -24.376)  -0.357
H (11.493, -6.245, -23.325)  0.234
H (11.363, -4.536, -22.953)  0.233
H (12.410, -5.593, -21.945)  0.233
C (17.169, -5.170, -25.009)  -0.489
N (16.987, -4.392, -26.285)  0.538
O (15.975, -4.606, -26.918)  -0.377
O (17.842, -3.594, -26.596)  -0.386
H (16.421, -4.787, -24.324)  0.231
H (18.173, -4.945, -24.670)  0.237
H (17.020, -6.205, -25.297)  0.236
C (16.033, -4.112, -20.973)  -0.499
N (17.463, -3.940, -21.329)  0.553
O (17.735, -3.324, -22.341)  -0.384
O (18.281, -4.456, -20.592)  -0.405
H (15.895, -5.160, -20.725)  0.242
H (15.430, -3.812, -21.823)  0.243
H (15.827, -3.519, -20.087)  0.247
C (16.752, -8.995, -21.634)  -0.370
Cl (17.360, -10.036, -22.948)  -0.020
Cl (16.043, -7.495, -22.317)  -0.058
H (15.989, -9.541, -21.100)  0.226
H (17.606, -8.685, -21.049)  0.227
C (20.682, -3.613, -22.971)  -0.418
Cl (21.955, -2.421, -22.704)  -0.029
Cl (20.785, -4.328, -24.568)  -0.029
H (20.765, -4.390, -22.218)  0.225
H (19.711, -3.143, -22.865)  0.242
C (12.526, -3.815, -18.645)  -0.381
Cl (13.949, -4.690, -18.016)  -0.032
Cl (12.876, -3.086, -20.242)  -0.029
H (11.636, -4.423, -18.738)  0.228
H (12.378, -3.030, -17.914)  0.226
C (19.670, -4.396, -18.694)  -0.397
Cl (19.774, -4.323, -16.928)  -0.025
Cl (21.254, -4.234, -19.459)  -0.027
H (19.287, -5.365, -18.990)  0.223
H (19.019, -3.602, -19.037)  0.239
C (16.271, -1.724, -17.701)  -0.395
Cl (17.615, -2.894, -17.677)  -0.027
Cl (16.342, -0.738, -19.179)  -0.034
H (15.339, -2.273, -17.659)  0.217
H (16.424, -1.096, -16.833)  0.228
C (17.862, -0.645, -24.586)  -0.396
Cl (17.155, 0.639, -25.601)  -0.041
Cl (19.561, -0.356, -24.251)  -0.015
H (17.324, -0.660, -23.646)  0.216
H (17.773, -1.589, -25.112)  0.234

***

Entry 2:
Below is C29H21N6Pd as an isolated structure, with properties calculated with ωB97M-V/def2-TZVPD.

Relative energy (zero: lowest compared OMol25 entry of this formula, charge and spin): 75.7 kJ/mol
Net charge: +3
HOMO level (spin up / spin down): -17.0 / -17.0 eV
Calculated total energy: -42807.7060 eV

Each line ends with the natural charge from an NBO analysis.
Atoms and positions in Å:
Pd (0.065, 0.577, -0.265)  1.131
N (-0.662, -3.845, -0.541)  -0.477
C (-0.883, -2.570, -0.289)  0.362
N (-0.138, -1.601, -0.776)  -0.569
C (0.926, -1.915, -1.625)  0.431
N (1.649, -0.949, -2.130)  -0.305
N (1.415, 0.261, -1.697)  -0.226
C (2.085, 1.296, -2.135)  0.134
C (1.649, 2.584, -1.717)  0.086
C (2.294, 3.766, -2.083)  -0.143
C (1.828, 4.974, -1.588)  -0.092
C (0.715, 4.988, -0.764)  -0.191
C (0.097, 3.776, -0.455)  0.104
N (0.548, 2.623, -0.917)  -0.429
C (1.197, -3.282, -1.953)  -0.167
C (2.225, -3.680, -2.815)  -0.116
C (2.448, -5.022, -3.032)  -0.168
C (1.667, -5.990, -2.388)  -0.098
C (0.629, -5.621, -1.556)  -0.241
C (0.386, -4.270, -1.347)  0.241
H (-1.285, -4.544, -0.153)  0.458
H (-1.728, -2.324, 0.342)  0.241
H (2.933, 1.135, -2.790)  0.268
H (3.152, 3.715, -2.741)  0.267
H (2.327, 5.901, -1.840)  0.274
H (0.329, 5.906, -0.346)  0.276
H (-0.780, 3.749, 0.180)  0.239
H (2.828, -2.929, -3.304)  0.255
H (3.229, -5.333, -3.712)  0.261
H (1.874, -7.039, -2.549)  0.262
H (0.010, -6.370, -1.077)  0.250
C (3.259, 0.138, 2.575)  -0.137
C (2.572, 0.301, 3.769)  -0.160
C (1.204, 0.529, 3.773)  -0.155
C (0.496, 0.594, 2.576)  -0.093
C (1.227, 0.418, 1.399)  0.142
C (2.575, 0.195, 1.358)  -0.288
C (-0.939, 0.829, 2.439)  0.230
C (-1.873, 0.959, 3.473)  -0.246
C (-3.195, 1.156, 3.165)  -0.038
C (-3.624, 1.213, 1.822)  -0.105
C (-4.970, 1.392, 1.431)  -0.126
C (-5.307, 1.430, 0.106)  -0.177
C (-4.321, 1.287, -0.891)  -0.141
C (-3.006, 1.118, -0.548)  -0.214
C (-2.635, 1.074, 0.814)  0.150
N (-1.327, 0.895, 1.163)  -0.476
H (4.326, -0.034, 2.570)  0.266
H (3.113, 0.246, 4.704)  0.267
H (0.680, 0.666, 4.710)  0.255
H (3.123, 0.062, 0.433)  0.256
H (-1.558, 0.895, 4.504)  0.259
H (-3.925, 1.271, 3.958)  0.261
H (-5.731, 1.490, 2.195)  0.253
H (-6.338, 1.571, -0.186)  0.260
H (-4.615, 1.312, -1.932)  0.252
H (-2.243, 1.027, -1.319)  0.186

***

Entry 3:
Below is C30H54BrCl4F2KLiN5O16PS3 as an isolated structure, with properties calculated with ωB97M-V/def2-TZVPD.

Net charge: +1
HOMO level: -6.1 eV
Calculated total energy: -256065.0451 eV

Each line ends with the Löwdin charge.
Atoms and positions in Å:
C (-4.202, 0.075, -1.609)  0.158
C (-3.474, 0.842, -0.984)  -0.078
C (-2.507, 1.505, 0.076)  -0.493
P (-2.856, 1.045, 1.910)  0.996
C (-1.457, 1.645, 3.007)  -0.260
O (-2.870, -0.661, 1.990)  -0.326
O (-2.903, 2.931, -0.028)  -0.216
S (-2.201, 3.597, -1.374)  0.729
O (-1.900, 5.036, -1.356)  -0.259
O (-3.021, 3.455, -2.622)  -0.349
O (-0.885, 2.600, -1.406)  -0.255
C (-0.979, 1.540, -0.369)  -0.265
C (-0.349, 0.298, -1.120)  -0.207
C (0.885, -0.432, -0.352)  -0.760
C (1.739, -1.220, -1.529)  -0.133
Br (2.163, 0.783, 0.519)  0.719
H (-4.595, -0.761, -2.246)  0.090
H (-1.559, 1.351, 4.092)  0.068
H (-0.468, 1.233, 2.611)  0.027
H (-1.341, 2.781, 2.997)  0.071
H (-2.005, -1.046, 1.745)  0.021
H (-0.434, 2.027, 0.489)  0.118
H (-0.051, 0.547, -2.184)  0.114
H (-1.201, -0.500, -1.226)  0.018
H (0.444, -1.234, 0.379)  0.031
H (1.981, -0.401, -2.287)  0.090
H (1.142, -2.066, -2.033)  0.074
H (2.747, -1.554, -1.129)  0.072
C (4.288, -3.690, 2.842)  -0.114
C (4.033, -4.282, 1.459)  -0.256
C (5.184, -4.034, 0.483)  -0.161
C (5.382, -2.564, 0.300)  -0.225
N (5.530, -1.424, 0.163)  0.106
H (4.389, -2.602, 2.803)  0.058
H (3.454, -3.915, 3.511)  0.071
H (5.199, -4.104, 3.284)  0.079
H (3.115, -3.857, 1.054)  0.101
H (3.874, -5.358, 1.558)  0.121
H (4.960, -4.487, -0.486)  0.126
H (6.110, -4.477, 0.857)  0.123
K (-0.907, -2.259, -0.669)  0.817
C (1.026, -6.128, -1.853)  -1.037
O (0.566, -6.677, -2.867)  -0.031
O (0.578, -5.027, -1.358)  -0.161
O (2.000, -6.572, -1.165)  -0.051
C (-4.239, -6.980, 4.614)  -0.025
C (-3.277, -7.138, 3.450)  -0.298
C (-2.580, -5.832, 3.065)  -0.163
O (-3.484, -4.993, 2.343)  -0.208
C (-4.062, -3.945, 3.127)  -0.070
N (-4.063, -7.591, 2.255)  0.222
H (-5.116, -6.384, 4.348)  0.090
H (-4.600, -7.956, 4.948)  0.093
H (-3.746, -6.504, 5.463)  0.095
H (-2.545, -7.917, 3.675)  0.164
H (-1.763, -6.064, 2.372)  0.137
H (-2.136, -5.330, 3.927)  0.137
H (-3.403, -3.616, 3.933)  0.098
H (-5.015, -4.279, 3.539)  0.087
H (-4.257, -3.099, 2.468)  0.076
H (-4.756, -8.312, 2.470)  0.180
H (-3.452, -7.933, 1.505)  0.184
H (-4.547, -6.767, 1.868)  0.163
N (-5.102, -8.697, 9.755)  -0.297
S (-5.016, -8.330, 8.230)  0.486
O (-3.837, -7.624, 7.788)  -0.326
O (-6.243, -8.004, 7.554)  -0.307
F (-4.729, -9.786, 7.632)  -0.208
S (-5.310, -7.424, 10.659)  0.482
O (-5.067, -7.670, 12.052)  -0.292
O (-6.438, -6.580, 10.376)  -0.295
F (-4.071, -6.489, 10.284)  -0.208
Li (-1.468, 2.486, -4.106)  0.633
N (-5.645, 1.778, -6.264)  0.057
C (-4.966, 2.505, -5.369)  -0.177
C (-4.952, 3.890, -5.348)  -0.083
C (-5.683, 4.566, -6.314)  -0.071
C (-6.394, 3.837, -7.253)  -0.060
C (-6.343, 2.453, -7.184)  -0.139
H (-4.407, 1.929, -4.635)  0.074
H (-4.386, 4.426, -4.596)  0.084
H (-5.698, 5.650, -6.333)  0.110
H (-6.975, 4.331, -8.022)  0.108
H (-6.886, 1.839, -7.895)  0.109
C (4.670, 5.564, -0.427)  0.036
C (4.436, 4.421, 0.500)  -0.403
O (3.384, 4.109, 0.980)  0.118
N (5.515, 3.509, 0.896)  0.087
C (6.900, 4.032, 0.949)  0.028
H (3.747, 6.131, -0.538)  0.074
H (5.441, 6.229, -0.028)  0.110
H (4.977, 5.182, -1.406)  0.085
H (5.441, 2.717, 0.243)  0.201
H (5.171, 3.115, 1.781)  0.196
H (7.230, 4.261, -0.063)  0.113
H (7.532, 3.260, 1.384)  0.117
H (6.911, 4.921, 1.578)  0.117
C (0.535, 8.064, -0.133)  -2.025
Cl (-1.233, 8.102, -0.252)  0.554
Cl (1.052, 6.501, 0.543)  0.518
Cl (1.254, 8.271, -1.742)  0.516
Cl (1.079, 9.375, 0.929)  0.539
C (5.367, 5.252, -6.858)  -0.100
O (4.308, 6.115, -6.466)  -0.183
C (3.351, 5.463, -5.642)  -0.200
C (3.536, 5.838, -4.179)  -0.196
O (4.761, 5.314, -3.659)  -0.228
C (5.775, 6.308, -3.569)  -0.109
H (6.155, 5.860, -7.305)  0.095
H (5.786, 4.711, -6.006)  0.081
H (5.008, 4.539, -7.607)  0.093
H (3.393, 4.377, -5.778)  0.126
H (2.364, 5.805, -5.969)  0.127
H (2.726, 5.388, -3.596)  0.117
H (3.488, 6.923, -4.044)  0.122
H (5.557, 6.989, -2.738)  0.081
H (5.868, 6.878, -4.495)  0.095
H (6.725, 5.808, -3.372)  0.095

***

Entry 4:
Below is C20H16FN11O2ReS as an isolated structure, with properties calculated with ωB97M-V/def2-TZVPD.

Relative energy (zero: lowest compared OMol25 entry of this formula, charge and spin): 5.5 kJ/mol
Spin multiplicity: 2
Net charge: 0
HOMO level (spin up / spin down): -8.9 / -8.8 eV
Calculated total energy: -57166.3574 eV
<S²>: 0.76

Each line ends with the Mulliken spin population.
Atoms and positions in Å:
Re (1.270, 0.929, 0.542)  0.957
N (2.826, 3.186, -1.463)  0.000
C (2.352, 2.049, -2.056)  0.018
N (2.366, 1.829, -3.344)  0.005
N (1.772, 0.616, -3.482)  0.030
N (1.422, 0.135, -2.357)  -0.001
N (1.788, 1.028, -1.385)  -0.016
C (2.789, 3.444, -0.132)  -0.004
N (3.314, 4.491, 0.442)  0.013
N (3.044, 4.330, 1.770)  -0.003
N (2.399, 3.266, 1.998)  0.015
N (2.199, 2.629, 0.787)  -0.019
H (3.256, 3.874, -2.061)  0.000
C (-3.300, -3.134, -4.199)  0.000
C (-2.895, -2.001, -3.298)  0.000
C (-3.005, -0.676, -3.715)  0.000
C (-2.629, 0.366, -2.887)  0.000
C (-2.140, 0.079, -1.620)  -0.002
C (-2.018, -1.229, -1.180)  0.002
C (-2.398, -2.259, -2.023)  0.000
S (-1.689, 1.456, -0.623)  0.003
O (-2.846, 1.992, 0.029)  -0.001
O (-0.855, 2.331, -1.395)  0.002
N (-0.710, 0.786, 0.548)  0.030
C (-0.971, 0.917, 1.928)  0.000
C (-2.151, 0.936, 2.646)  -0.008
C (-2.027, 1.072, 4.021)  0.008
C (-0.778, 1.195, 4.618)  -0.003
C (0.346, 1.166, 3.820)  -0.002
N (0.237, 1.014, 2.503)  -0.047
H (-3.531, -2.779, -5.202)  0.000
H (-4.184, -3.641, -3.809)  0.000
H (-2.503, -3.875, -4.275)  0.000
H (-3.378, -0.458, -4.708)  0.000
H (-2.694, 1.391, -3.228)  0.000
H (-1.617, -1.444, -0.199)  -0.001
H (-2.295, -3.284, -1.689)  0.000
H (-3.105, 0.872, 2.150)  0.000
H (-2.919, 1.091, 4.633)  0.000
H (-0.678, 1.318, 5.686)  0.000
H (1.346, 1.281, 4.215)  0.003
F (2.376, -4.694, 2.454)  0.001
C (2.291, -3.432, 2.002)  0.009
C (2.763, -2.412, 2.814)  -0.003
C (2.647, -1.109, 2.370)  0.016
C (2.106, -0.838, 1.107)  -0.029
C (1.703, -1.903, 0.283)  0.024
C (1.755, -3.209, 0.750)  -0.001
H (3.191, -2.656, 3.778)  0.001
H (2.982, -0.299, 3.006)  0.002
H (1.346, -1.691, -0.720)  0.001
H (1.430, -4.046, 0.148)  0.000